Entry 1:
DFT (the ωB97M-V functional and the def2-TZVPD basis) results for C28H38N4NiO3 as an isolated structure.

Calculated values
HOMO energy (spin up / spin down)	-13.39 / -13.46	eV
E_LUMO (spin up / spin down)	-6.10 / -6.18	eV

```
! wB97M-V def2-TZVPD RIJCOSX def2/J DEFGRID3
* xyz 2 3
Ni 0.04 -0.17 0.00
C 3.10 -1.29 5.62
C 2.40 -1.48 4.30
C 3.01 -2.11 3.24
C 2.34 -2.34 2.01
C 2.78 -3.12 0.93
N 3.97 -3.50 0.56
C 5.27 -2.99 1.01
C 5.42 -1.48 0.81
C 5.46 -1.00 -0.65
N 4.16 -1.08 -1.31
C 3.95 -1.49 -2.53
C 2.68 -1.54 -3.15
C 2.61 -2.05 -4.47
C 1.43 -2.20 -5.13
C 1.34 -2.72 -6.54
C 0.26 -1.88 -4.43
C 0.25 -1.36 -3.15
C -1.05 -1.03 -2.58
N -1.31 -0.46 -1.47
C -2.71 -0.10 -1.20
C -3.21 -0.54 0.18
C -2.67 0.30 1.34
N -1.29 -0.08 1.59
C -0.92 -0.53 2.72
C 0.41 -1.11 2.93
C 1.09 -0.99 4.12
C 1.00 -1.83 1.83
O 0.39 -1.98 0.72
C 1.48 -1.12 -2.47
O 1.56 -0.60 -1.30
H 4.07 -1.77 5.63
H 2.50 -1.71 6.43
H 3.24 -0.23 5.83
H 4.01 -2.50 3.39
H 1.97 -3.45 0.28
H 4.00 -4.14 -0.22
H 6.03 -3.52 0.44
H 5.43 -3.24 2.06
H 6.35 -1.18 1.28
H 4.61 -0.96 1.33
H 6.20 -1.56 -1.22
H 5.78 0.05 -0.64
H 3.33 -0.71 -0.85
H 4.81 -1.84 -3.09
H 3.55 -2.31 -4.96
H 2.33 -2.92 -6.95
H 0.85 -1.99 -7.19
H 0.76 -3.64 -6.58
H -0.69 -2.05 -4.92
H -1.89 -1.28 -3.23
H -3.36 -0.53 -1.96
H -2.79 0.99 -1.27
H -2.94 -1.59 0.34
H -4.30 -0.47 0.18
H -3.29 0.16 2.23
H -2.70 1.36 1.07
H -1.60 -0.53 3.58
H 0.61 -0.48 4.95
C 2.65 2.37 -0.68
C 2.48 1.70 0.68
O 1.10 1.48 1.00
C 0.48 2.61 1.65
C 0.60 2.55 3.16
H 3.69 2.31 -1.01
H 2.38 3.43 -0.63
H 2.02 1.88 -1.41
H 2.94 2.31 1.46
H 2.96 0.71 0.71
H -0.57 2.62 1.33
H 0.95 3.52 1.28
H -0.07 1.80 3.58
H 0.33 3.51 3.59
H 1.62 2.31 3.46
*
```

Here are the Löwdin charges for atoms 1 to 4, given in e: Ni 0.7606; C -0.0299; C -0.2436; C 0.0281



Entry 2:
DFT (the ωB97M-V functional and the def2-TZVPD basis) results for a 3-piece molecular cluster, C19H19Br4F5O4 overall.

Calculated values
HOMO energy	-9.27	eV
structure (SMILES)	C[C@H](O)COc1cccc2c1C(=O)C=C(C(F)(F)C(F)(F)F)C2=O.BrCCBr.BrCCBr
E_LUMO	-1.16	eV

```
! wB97M-V def2-TZVPD RIJCOSX def2/J DEFGRID3
* xyz 0 1
C 4.51 -0.34 0.70
C 3.33 0.65 0.73
O 2.26 0.22 1.56
C 2.80 0.80 -0.67
O 1.94 1.92 -0.88
C 0.77 1.95 -0.18
C 0.59 3.01 0.70
C -0.58 3.14 1.42
C -1.60 2.21 1.29
C -1.42 1.15 0.41
C -0.25 1.02 -0.34
C -0.18 -0.12 -1.29
O 0.40 -0.09 -2.36
C -0.91 -1.35 -0.87
C -2.01 -1.25 -0.12
C -2.78 -2.43 0.42
F -4.11 -2.27 0.28
F -2.51 -2.52 1.75
C -2.45 -3.81 -0.19
F -2.53 -3.77 -1.52
F -3.31 -4.72 0.26
F -1.21 -4.19 0.14
C -2.49 0.13 0.27
O -3.66 0.38 0.43
H 4.69 -0.65 -0.33
H 5.42 0.09 1.09
H 4.25 -1.24 1.25
H 3.69 1.63 1.08
H 2.61 -0.10 2.39
H 3.65 0.96 -1.33
H 2.33 -0.15 -0.97
H 1.38 3.73 0.83
H -0.71 3.96 2.11
H -2.52 2.29 1.85
H -0.52 -2.30 -1.22
Br 5.59 3.08 -1.87
C 6.55 2.31 -3.38
C 5.72 1.31 -4.14
Br 5.55 -0.38 -3.18
H 7.46 1.87 -2.98
H 6.81 3.15 -4.02
H 6.20 1.06 -5.08
H 4.71 1.67 -4.32
Br -5.29 -1.43 3.73
C -6.50 -1.70 2.24
C -7.89 -1.20 2.53
Br -8.85 -2.37 3.76
H -6.49 -2.76 2.02
H -6.07 -1.15 1.41
H -8.49 -1.18 1.62
H -7.88 -0.22 2.99
*
```

Here are the Löwdin charges for atoms 1 to 4, given in e: C -0.0253; C -0.3953; O -0.0223; C -0.1704



Entry 3:
DFT (the ωB97M-V functional and the def2-TZVPD basis) results for a 8-piece molecular cluster, C3H24N2O7S overall.

Calculated values
HOMO energy	-9.20	eV
structure (SMILES)	NC[C@@H](N)CS.O.O.O.O.O.O.O
energy relative to the best compared isomer or geometry (same formula, charge and spin)	10.1	kcal/mol
E_LUMO	0.08	eV

```
! wB97M-V def2-TZVPD RIJCOSX def2/J DEFGRID3
* xyz 0 1
N 0.14 -0.32 0.58
C 0.72 -1.61 0.82
C 0.05 -2.79 0.10
S -1.53 -3.33 0.95
C 2.24 -1.65 0.49
N 2.86 -0.35 0.93
H 0.24 0.37 1.31
H -2.46 -2.53 0.44
H -0.86 -0.35 0.38
H 0.57 -1.80 1.89
H 0.53 -3.77 -0.01
H -0.32 -2.51 -0.86
H 2.85 -2.37 1.04
H 2.33 -2.02 -0.54
H 2.47 0.42 0.36
H 3.84 -0.39 0.67
H -0.85 0.94 2.76
H -0.16 -0.33 3.43
O -0.94 0.01 2.99
H -1.91 2.83 1.98
H -0.54 3.27 1.43
O -0.95 2.79 2.16
H -1.20 0.37 -2.02
H -1.38 -0.51 -3.07
O -1.64 0.41 -2.88
H 0.82 -0.93 -2.12
H 0.62 -0.96 -3.68
O 0.41 -1.40 -2.85
H -1.15 2.98 -2.06
H -0.22 2.31 -1.18
O -0.54 3.21 -1.34
H -3.75 1.34 1.41
H -3.02 1.94 0.28
O -3.54 2.22 1.05
H 1.85 1.16 -0.92
H 2.62 1.65 -2.21
O 1.80 1.69 -1.72
*
```

Here are the Löwdin charges for atoms 1 to 4, given in e: N 0.0480; C -0.4738; C -0.4668; S 0.6985



Entry 4:
DFT (the ωB97M-V functional and the def2-TZVPD basis) results for a 7-piece molecular cluster, C34H58ClN8O2P overall.

Calculated values
HOMO energy	-9.49	eV
structure (SMILES)	CCC[C@@](C#N)([C@H](C#N)C[C@H](C)O)P(O)Cl.CCCC#N.CCCC#N.CCCC#N.CCCC#N.CCCC#N.CCCC#N
E_LUMO	0.43	eV

```
! wB97M-V def2-TZVPD RIJCOSX def2/J DEFGRID3
* xyz 0 1
C 3.20 -4.35 0.36
C 2.89 -3.15 -0.55
C 2.91 -1.86 0.31
C 1.89 -0.79 -0.08
C 1.49 -0.90 -1.46
N 1.21 -1.10 -2.58
C 0.65 -0.70 0.83
C 1.12 -0.50 2.20
N 1.45 -0.41 3.31
C -0.24 -1.95 0.83
C -1.47 -1.83 -0.08
C -1.48 -2.84 -1.24
O -1.64 -0.53 -0.59
P 2.82 0.85 0.07
O 3.72 0.91 -1.28
Cl 1.36 2.29 -0.30
H 2.30 -4.58 0.92
H 4.02 -4.14 1.03
H 3.40 -5.21 -0.26
H 3.69 -3.07 -1.28
H 1.93 -3.34 -1.00
H 3.90 -1.43 0.18
H 2.84 -2.14 1.35
H 0.11 0.20 0.57
H -0.54 -2.23 1.83
H 0.36 -2.78 0.48
H -2.34 -2.07 0.52
H -1.08 -3.79 -0.89
H -0.91 -2.43 -2.06
H -2.51 -2.97 -1.53
H -2.54 -0.52 -0.93
H 3.15 1.12 -2.03
C 5.27 4.62 -4.95
C 3.81 4.48 -5.36
C 2.99 3.65 -4.36
C 3.53 2.29 -4.25
N 3.96 1.23 -4.16
H 5.77 3.65 -4.91
H 5.81 5.24 -5.66
H 5.36 5.08 -3.96
H 3.76 4.02 -6.35
H 3.36 5.47 -5.44
H 1.95 3.58 -4.69
H 3.01 4.11 -3.37
C -4.73 -2.99 3.57
C -5.20 -1.55 3.55
C -5.93 -1.19 2.25
C -5.04 -1.36 1.10
N -4.33 -1.49 0.21
H -4.00 -3.19 2.78
H -4.24 -3.22 4.52
H -5.57 -3.68 3.44
H -4.35 -0.88 3.69
H -5.88 -1.37 4.39
H -6.27 -0.15 2.27
H -6.80 -1.83 2.11
C -2.80 3.94 1.55
C -1.69 2.94 1.84
C -2.19 1.49 1.87
C -3.19 1.29 2.92
N -3.98 1.14 3.74
H -3.56 3.93 2.34
H -2.40 4.95 1.50
H -3.29 3.73 0.60
H -1.22 3.19 2.79
H -0.93 3.02 1.06
H -1.36 0.81 2.06
H -2.63 1.21 0.91
C 6.43 -0.55 -5.23
C 7.57 -1.47 -5.67
C 8.72 -0.72 -6.34
C 8.27 -0.02 -7.54
N 7.91 0.53 -8.49
H 5.98 -0.05 -6.09
H 5.65 -1.12 -4.74
H 6.79 0.21 -4.54
H 7.17 -2.23 -6.36
H 7.95 -2.01 -4.80
H 9.51 -1.41 -6.62
H 9.15 0.01 -5.65
C 1.94 5.03 1.60
C 2.31 6.48 1.30
C 1.28 7.49 1.81
C -0.02 7.28 1.18
N -1.03 7.11 0.66
H 1.01 4.74 1.11
H 2.72 4.36 1.24
H 1.82 4.87 2.67
H 2.44 6.61 0.23
H 3.27 6.71 1.77
H 1.60 8.51 1.59
H 1.16 7.40 2.89
C -9.62 -5.27 5.62
C -8.69 -6.34 5.07
C -7.44 -5.77 4.42
C -7.78 -4.90 3.29
N -8.07 -4.22 2.40
H -9.99 -4.62 4.83
H -10.49 -5.72 6.11
H -9.11 -4.65 6.36
H -9.24 -6.95 4.34
H -8.39 -7.01 5.88
H -6.80 -6.57 4.05
H -6.86 -5.18 5.14
*
```

Here are the Löwdin charges for atoms 1 to 4, given in e: C -0.0967; C -0.2295; C -0.1811; C -0.5515